{
  "formula": "C16H54B3ClF2N24O16",
  "method": "ωB97M-V/def2-TZVPD",
  "elements": ["O", "C", "Cl", "C", "B", "O", "B", "F", "O", "B", "C", "C", "F", "O", "H", "H", "H", "H", "H", "H", "C", "O", "N", "N", "H", "H", "H", "H", "C", "O", "N", "N", "H", "H", "H", "H", "C", "O", "N", "N", "H", "H", "H", "H", "C", "O", "N", "N", "H", "H", "H", "H", "C", "O", "N", "N", "H", "H", "H", "H", "C", "O", "N", "N", "H", "H", "H", "H", "C", "O", "N", "N", "H", "H", "H", "H", "C", "O", "N", "N", "H", "H", "H", "H", "C", "O", "N", "N", "H", "H", "H", "H", "C", "O", "N", "N", "H", "H", "H", "H", "C", "O", "N", "N", "H", "H", "H", "H", "C", "O", "N", "N", "H", "H", "H", "H"],
  "xyz": [[-0.86344, -3.39741, 3.76732], [-1.71173, -3.86770, 3.08462], [-1.35961, -5.27740, 2.06711], [-3.13088, -3.40469, 2.94642], [-3.25209, -1.83583, 3.05655], [-2.62208, -1.06810, 4.01890], [-1.89193, -0.06692, 3.41564], [-0.71815, 0.25393, 3.91341], [-2.34460, 0.56370, 2.29028], [-3.05067, -0.28634, 1.43489], [-2.80201, -0.38147, -0.10046], [-1.35801, -0.10123, -0.45692], [-1.07608, 1.25530, -0.26154], [-3.95001, -1.14318, 2.08632], [-3.46304, -3.69455, 1.95956], [-3.70943, -3.93979, 3.69647], [-3.46132, 0.24938, -0.68268], [-2.99861, -1.41618, -0.36748], [-1.14190, -0.34888, -1.48740], [-0.67246, -0.66591, 0.17119], [-3.78149, 0.21869, -3.85914], [-3.27604, -0.51625, -3.02344], [-5.07695, 0.09899, -4.26420], [-3.06106, 1.22049, -4.44622], [-5.49685, 0.69634, -4.95167], [-5.62229, -0.63399, -3.85125], [-2.10392, 1.31672, -4.15585], [-3.42289, 1.84275, -5.15098], [-4.12011, 5.01996, -4.73260], [-4.14956, 4.57592, -5.87288], [-4.01688, 4.20795, -3.63841], [-4.18278, 6.34001, -4.41422], [-4.01993, 4.54954, -2.69535], [-3.94505, 3.22340, -3.80162], [-4.27253, 7.01639, -5.14719], [-4.12018, 6.62934, -3.45513], [3.27681, 0.45905, 2.18265], [4.45673, 0.29947, 1.92847], [2.62956, -0.29963, 3.12788], [2.49687, 1.39704, 1.56364], [1.66093, -0.18470, 3.36000], [3.16359, -1.00419, 3.59832], [2.92916, 1.99153, 0.86871], [1.52413, 1.51511, 1.77610], [4.44142, 4.28594, 0.17774], [4.14557, 3.14294, -0.13611], [3.84903, 4.92585, 1.22596], [5.39108, 5.00404, -0.49680], [4.07854, 5.85987, 1.50415], [3.15279, 4.42182, 1.74707], [5.84990, 4.55450, -1.26513], [5.65109, 5.93938, -0.25192], [-2.58440, -9.25102, 1.02744], [-3.53411, -8.79289, 0.41744], [-1.70322, -8.46918, 1.71964], [-2.32369, -10.59785, 1.08213], [-0.92304, -8.83956, 2.22989], [-1.86138, -7.47909, 1.73208], [-2.94615, -11.20720, 0.58685], [-1.54304, -10.99444, 1.57911], [0.88803, -0.94744, -4.41097], [1.06995, -1.49103, -3.33419], [1.88521, -0.75796, -5.31760], [-0.34621, -0.46658, -4.77627], [1.75859, -0.30290, -6.20038], [2.80326, -1.08731, -5.06767], [-1.08525, -0.58919, -4.10330], [-0.53720, -0.00582, -5.64497], [-0.82975, -11.27166, 4.72142], [-0.36247, -11.98547, 3.84580], [-2.04866, -10.67735, 4.58310], [-0.16449, -11.00924, 5.88638], [-2.46434, -10.06898, 5.26308], [-2.53945, -10.86555, 3.72700], [0.73644, -11.43152, 6.00494], [-0.52979, -10.41969, 6.60939], [-2.84670, 7.66721, -0.55228], [-3.00046, 6.96323, -1.53584], [-2.05001, 8.77364, -0.55994], [-3.43615, 7.36290, 0.64411], [-1.90703, 9.36043, 0.23983], [-1.59304, 9.00365, -1.42277], [-4.01665, 6.54573, 0.67360], [-3.30491, 7.89524, 1.48383], [-2.39003, -5.29267, 6.90648], [-2.48693, -6.27436, 6.18813], [-1.50608, -4.28410, 6.65237], [-3.16988, -5.12693, 8.02163], [-1.41656, -3.46550, 7.22291], [-0.92373, -4.37419, 5.83993], [-3.83030, -5.85076, 8.23064], [-3.10904, -4.33030, 8.62573], [5.28878, 0.62137, -3.91289], [5.43047, -0.24562, -4.76592], [5.98649, 1.79652, -3.92968], [4.41899, 0.48455, -2.87085], [5.86306, 2.49962, -3.22802], [6.64989, 1.95573, -4.67183], [3.89410, -0.36971, -2.81783], [4.28673, 1.17983, -2.15657], [8.64130, 4.01177, -5.04651], [8.38847, 2.83988, -5.26190], [8.18527, 5.01899, -5.85208], [9.40248, 4.40505, -3.97896], [8.38378, 5.98807, -5.69518], [7.62738, 4.75481, -6.64210], [9.75170, 3.68265, -3.37720], [9.63145, 5.36020, -3.78259], [0.43812, 4.93309, 1.58772], [1.50480, 4.52697, 2.01233], [0.11576, 6.26913, 1.58497], [-0.51672, 4.10329, 1.06974], [-0.75247, 6.62451, 1.23095], [0.80398, 6.90430, 1.94029], [-0.31211, 3.12095, 1.04150], [-1.38963, 4.42869, 0.70111]],
  "forces_ev_per_angstrom": [[0.027, -0.117, -0.103], [0.073, 0.100, 0.341], [0.258, 0.133, -0.091], [0.304, 0.337, -0.164], [-1.074, 0.201, 0.668], [0.725, -0.529, -0.345], [-0.527, 0.374, 0.519], [0.407, 0.329, 0.321], [0.656, -0.468, -0.561], [-0.993, 0.764, 0.183], [0.438, -0.014, 0.702], [-0.056, -0.049, -0.009], [0.051, 0.239, -0.016], [0.801, -0.599, -0.701], [-0.403, -0.230, -0.078], [-0.148, -0.105, 0.137], [-0.193, 0.043, -0.228], [-0.253, -0.124, -0.321], [0.020, 0.060, -0.240], [0.172, -0.029, 0.118], [0.081, -0.015, -0.142], [-0.025, -0.059, -0.082], [0.007, 0.038, 0.075], [-0.123, 0.252, -0.085], [0.028, 0.011, -0.017], [0.006, -0.030, -0.008], [0.011, 0.103, -0.018], [0.053, -0.120, -0.126], [0.016, -0.027, 0.161], [0.022, -0.018, 0.079], [-0.091, -0.149, 0.045], [-0.143, 0.031, -0.122], [0.098, 0.097, -0.028], [0.048, -0.085, 0.171], [0.018, -0.036, -0.041], [0.174, 0.227, 0.031], [-0.186, 0.178, -0.124], [0.037, -0.035, 0.046], [-0.112, -0.054, 0.090], [0.068, -0.198, 0.000], [0.005, 0.028, -0.001], [0.040, -0.012, -0.031], [0.138, 0.043, 0.027], [0.068, -0.029, 0.089], [-0.162, 0.511, 0.744], [0.011, -0.176, -0.455], [1.059, -0.274, -0.605], [0.070, -0.021, -0.238], [0.106, -0.003, -0.049], [-0.008, 0.134, -0.072], [0.035, 0.000, -0.002], [-0.007, -0.023, 0.050], [0.094, -0.080, 0.046], [-0.028, 0.003, 0.000], [0.043, -0.068, -0.038], [0.009, -0.021, 0.218], [-0.024, -0.048, 0.016], [-0.132, -0.226, -0.004], [-0.003, 0.021, -0.058], [0.037, -0.002, -0.045], [0.057, 0.185, -0.070], [-0.020, 0.021, 0.036], [0.108, -0.187, 0.088], [-0.074, 0.041, 0.282], [-0.018, 0.025, 0.006], [0.086, 0.115, -0.089], [-0.083, -0.177, -0.104], [0.046, -0.075, -0.055], [-0.038, 0.076, -0.017], [0.050, 0.047, -0.074], [-0.061, -0.052, -0.001], [-0.027, -0.055, -0.029], [0.064, 0.062, -0.002], [-0.081, 0.076, 0.010], [0.016, -0.008, -0.016], [-0.023, 0.027, -0.023], [0.100, -0.052, 0.171], [-0.176, -0.078, -0.241], [-0.020, -0.052, 0.007], [0.146, -0.010, 0.105], [-0.059, 0.028, -0.001], [0.010, -0.007, -0.020], [-0.053, 0.016, -0.008], [-0.053, 0.059, -0.022], [0.039, 0.093, 0.049], [-0.028, -0.025, -0.027], [-0.050, -0.121, 0.040], [0.024, -0.003, -0.043], [-0.028, 0.010, 0.003], [0.020, 0.060, -0.015], [-0.010, -0.016, -0.009], [0.023, 0.009, -0.002], [-0.085, 0.114, 0.263], [-0.137, 0.024, -0.081], [-0.062, -0.105, -0.284], [-0.110, -0.044, -0.048], [-0.033, -0.053, 0.084], [0.085, -0.040, 0.131], [-0.028, 0.011, 0.075], [0.069, -0.015, 0.046], [0.095, 0.063, 0.005], [0.007, 0.062, -0.063], [-0.014, -0.018, 0.056], [-0.086, 0.012, -0.010], [0.023, 0.000, 0.009], [0.001, -0.022, -0.011], [0.007, -0.027, -0.012], [0.018, 0.007, -0.031], [-0.651, 0.045, -0.401], [-0.971, -0.130, 0.578], [0.074, -0.189, 0.103], [0.345, 0.188, 0.304], [0.007, -0.046, -0.059], [0.006, 0.015, 0.000], [-0.099, -0.083, -0.135], [0.031, 0.012, -0.072]],
  "homo_energy_ev": -8.8,
  "homo_lumo_gap_ev": 8.48,
  "molar_mass_g_mol": 944.6
}